ORCA calculation (the ωB97M-V functional and the def2-TZVPD basis) on a structure of composition C54H34BeF4N4O2S2Te at a distorted geometry.

Geometry as XYZ:
```
102
Properties=species:S:1:pos:R:3:forces:R:3:mulliken_charge:R:1
Te -2.857470 -0.391790 -1.124856 -0.260 0.091 0.033 -0.07
S -0.956540 -3.161203 0.605079 0.054 -0.013 -0.117 1.35
S -0.184288 -0.416828 3.013461 -0.065 0.031 0.050 0.56
F 1.962324 5.153538 -2.137811 0.019 0.013 0.012 -0.28
F 0.792591 2.928596 -1.430477 0.025 0.014 0.021 -0.17
F 0.727847 4.372370 -6.659049 -0.012 -0.006 0.004 -0.26
F -0.447004 2.143303 -5.947584 -0.037 -0.035 -0.026 -0.30
O 0.086465 0.112758 1.563771 0.075 0.076 0.069 0.12
O 0.198061 -2.216424 0.103170 -0.122 -0.168 0.199 0.34
N -1.917441 -0.281323 -4.801412 -0.001 0.016 0.007 -0.51
N 0.408782 0.191840 -1.104160 -0.634 -0.315 -0.221 -0.58
N 3.431935 7.540782 -3.230540 -0.027 0.042 -0.003 -0.40
N 2.156022 6.978275 -7.219151 0.009 0.002 -0.007 -0.38
C -5.672695 0.370417 -1.412923 0.004 -0.019 0.024 0.68
C 2.810653 6.858086 -3.913192 0.034 -0.084 0.019 -0.17
C 0.956828 -4.981167 3.672611 0.009 -0.017 0.005 -1.32
C -7.874298 1.311240 -1.127909 -0.006 0.000 0.008 -0.61
C -0.439129 -3.718604 2.199903 -0.060 0.035 0.012 1.54
C 0.752863 4.021074 -5.393161 0.002 0.005 -0.018 0.37
C -1.544320 -3.076205 5.701115 -0.004 0.001 0.054 -0.77
C -7.347178 2.302701 -0.308588 -0.005 -0.005 0.004 -0.73
C -3.588607 -2.545580 2.889179 0.001 0.023 -0.013 0.71
C -0.780865 -7.881726 -3.132758 -0.007 0.015 -0.005 -1.50
C -0.154806 0.576470 -2.041563 1.025 0.556 -0.084 1.15
C 0.561118 -4.871494 6.105838 -0.006 0.002 0.035 -1.01
C -0.158170 2.317514 3.397371 0.009 -0.011 -0.019 -0.59
C 1.455360 4.874223 -4.451241 0.038 0.071 -0.017 0.13
C -0.093272 2.005213 6.164129 0.006 -0.001 -0.003 -0.90
C 0.387507 -4.973499 -0.999890 -0.021 0.074 -0.040 -0.37
C -0.837134 -3.577465 4.579826 0.038 -0.017 -0.030 0.67
C -5.303657 -4.239838 2.781951 0.029 -0.009 0.002 -1.03
C -0.139430 -4.376057 7.168782 0.023 -0.019 -0.018 -0.67
C -4.179667 -0.175836 2.632254 -0.017 -0.045 0.082 -1.06
C -1.160321 -3.188758 3.249245 0.031 0.053 0.010 -1.00
C -2.024268 -5.150620 -0.811072 -0.008 -0.058 0.101 -0.64
C -0.138208 3.423696 4.228583 0.004 0.009 0.017 -0.77
C -4.777107 -0.686395 -2.011828 0.049 -0.020 0.049 -1.13
C -2.002024 -6.247039 -1.658312 0.000 0.012 0.018 -0.89
C 0.178344 2.383659 -3.666896 -0.107 0.033 0.022 0.62
C -0.825325 -4.537758 -0.472237 0.109 -0.023 -0.003 0.46
C -1.201738 -3.470553 6.963661 -0.025 0.021 -0.019 -1.02
C 2.105094 6.515791 -6.169442 -0.012 -0.001 0.008 -0.19
C -1.229636 0.401413 -4.184902 0.087 -0.078 0.019 -0.45
C -2.225592 -2.161442 3.028716 0.025 -0.032 -0.045 0.31
C -3.659720 1.426694 -0.330694 0.047 0.005 -0.042 -0.55
C -0.060135 4.500749 6.499947 -0.003 0.000 -0.002 -1.47
C -3.988944 -3.903058 2.941061 -0.026 -0.019 -0.013 -1.19
C -0.398126 1.184701 -3.318849 -0.251 -0.222 0.072 0.51
C -0.100587 0.883497 5.353403 -0.017 0.000 0.028 -0.55
C 0.835451 3.252400 -2.721517 0.003 0.039 -0.025 0.33
C -6.276584 -3.241907 2.564061 -0.006 0.037 -0.010 -0.77
C -5.917623 -1.924168 2.511452 -0.039 -0.014 -0.003 -0.99
C 0.633867 -4.616569 2.403178 -0.046 -0.010 0.014 -1.03
C -7.041064 0.351958 -1.675291 -0.001 -0.009 0.005 -0.94
C -4.567198 -1.541737 2.672947 0.031 -0.011 0.004 0.82
C 2.085864 6.020874 -4.824610 -0.019 0.011 0.003 1.33
C -2.877927 0.183896 2.781460 0.020 -0.027 0.100 -1.05
C -1.904749 -0.824836 2.962241 0.018 -0.067 0.009 1.69
C -5.988535 2.329782 -0.047926 -0.012 -0.015 0.010 -0.61
C 0.147964 2.878581 -5.025218 0.025 -0.029 0.043 -0.11
C -0.803604 -6.717049 -2.187535 0.035 -0.010 -0.003 0.91
C 0.232161 -4.484981 4.787117 -0.027 0.036 -0.020 0.64
C -0.147205 1.057944 3.977567 0.019 -0.012 -0.059 0.56
C 1.424730 4.405113 -3.076701 -0.002 -0.004 0.005 -0.05
C -5.144150 1.367230 -0.598158 0.033 0.011 -0.006 0.46
C -0.109427 3.288182 5.617478 -0.006 -0.012 0.000 0.81
C 0.384955 -6.059276 -1.851167 -0.037 -0.026 -0.014 -0.91
Be 0.264276 -0.702587 0.287838 0.044 0.077 -0.038 -0.95
H 0.088738 -8.513566 -2.957767 0.001 0.000 0.005 0.40
H -6.663621 -1.155977 2.350544 0.003 0.012 -0.014 0.53
H -8.934894 1.287859 -1.338343 -0.003 0.000 -0.002 0.45
H -0.163047 2.426486 2.321336 -0.005 0.006 0.003 0.63
H 1.320033 -6.406974 -2.271971 0.001 0.003 -0.001 0.42
H 0.961729 4.879885 6.561617 0.002 -0.002 0.000 0.30
H -5.605167 -5.277564 2.829641 -0.001 -0.002 0.003 0.50
H -7.313546 -3.525493 2.444585 -0.002 -0.001 -0.001 0.45
H -2.930781 -6.737794 -1.918571 -0.002 -0.001 -0.005 0.38
H -2.578221 1.223643 2.772524 0.008 0.004 0.027 0.72
H -2.961019 -4.784573 -0.407173 -0.016 0.014 -0.009 0.52
H -0.061373 1.883083 7.239003 -0.001 0.005 0.002 0.39
H -0.724516 -7.525379 -4.163305 0.000 -0.004 -0.002 0.30
H 1.183786 -5.014201 1.565947 0.023 -0.034 -0.114 0.49
H -2.368609 -2.389598 5.554440 -0.002 -0.004 -0.011 0.64
H 1.775771 -5.666947 3.848673 -0.001 -0.005 -0.007 0.45
H 1.307280 -4.447030 -0.785641 0.022 0.005 0.063 0.55
H -3.248032 -4.673105 3.116619 0.006 0.002 0.006 0.62
H -0.390979 4.271018 7.510758 -0.001 -0.001 0.001 0.38
H 0.116395 -4.679009 8.175012 0.001 0.000 0.001 0.43
H -5.121935 -1.690253 -1.772615 -0.008 -0.002 -0.033 0.55
H -4.672112 -0.592949 -3.091966 -0.017 0.011 0.014 0.55
H -0.139902 4.415015 3.792907 -0.001 0.000 -0.003 0.42
H -3.437076 1.480864 0.733113 -0.019 0.033 -0.160 -0.05
H -1.678406 -8.489454 -3.038770 -0.002 0.000 0.002 0.39
H -0.071968 -0.109768 5.788349 0.001 -0.003 0.000 0.51
H -7.995622 3.053700 0.121861 -0.001 0.004 0.001 0.44
H -5.575121 3.107001 0.584234 0.004 0.013 -0.001 0.47
H 1.376158 -5.567149 6.259026 0.002 0.000 0.001 0.47
H -3.191977 2.274423 -0.830318 -0.021 0.005 -0.020 0.75
H -0.683178 5.301477 6.103851 0.001 0.001 -0.002 0.39
H -4.943183 0.578577 2.483646 -0.019 -0.012 -0.002 0.43
H -1.752535 -3.093034 7.814723 0.001 -0.001 0.003 0.48
H -7.451861 -0.420738 -2.313657 -0.005 0.001 0.000 0.49
```
Positions in Å, forces in eV/Å.

Charge ... +2
Highest occupied orbital energy ... -12.7 eV
E_LUMO ... -7.508 eV
Kohn-Sham gap ... 0.1907 Eh
ΔE to the lowest compared entry with this formula, charge and spin ... 0.0 kcal per mole
E_tot ... -106826.0996 eV